Record 1
Density functional theory data (ωB97M-V with the def2-TZVPD basis set) for a structure of composition C37H61O5S2SeSiW in a non-equilibrium geometry.

The value obtained for the orbital gap is 7.0 eV. Its net charge is +1. The HOMO energy comes out at -11.79 eV.

Element x y z (Å)
W -1.68310 1.35068 0.56262
C 5.55978 -0.49365 -0.19705
C 5.25599 0.84397 -0.88793
C 5.35947 0.67204 -2.40985
C 6.30165 1.86918 -0.44866
C 3.83677 1.26792 -0.51456
C 2.76261 0.47425 -0.91459
C 1.48497 0.83471 -0.53983
Se -0.06390 -0.13956 -1.07955
C -0.04579 -1.57693 0.18480
C 0.76904 -2.68674 0.02324
C 0.68489 -3.72352 0.94125
C -0.24447 -3.61105 1.97838
C -1.09419 -2.52437 2.16613
C -0.96249 -1.50307 1.22055
O -1.74053 -0.37333 1.28660
C -2.07438 -2.43231 3.33541
C -2.01930 -3.69036 4.20237
C -1.70441 -1.22794 4.21608
C -3.51410 -2.27795 2.81840
C 1.55586 -4.97377 0.84753
C 0.65195 -6.19472 0.62723
C 2.55457 -4.89054 -0.30626
C 2.34239 -5.14410 2.15573
C 1.25367 1.98477 0.20096
O -0.06171 2.25146 0.50045
C 2.28368 2.82917 0.60190
C 3.56565 2.41545 0.22485
C 2.02538 4.12111 1.37342
C 1.16116 5.05142 0.50642
C 1.31077 3.81937 2.69960
C 3.33053 4.84921 1.69763
H 6.57202 -0.81889 -0.44166
H 4.87149 -1.27727 -0.51955
H 5.48351 -0.40008 0.88751
H 6.37642 0.38469 -2.67978
H 5.12113 1.60274 -2.92699
H 4.69285 -0.10608 -2.78413
H 7.28921 1.53375 -0.76512
H 6.32903 1.98532 0.63628
H 6.12633 2.84776 -0.89917
H 2.92972 -0.41379 -1.51027
H 1.45716 -2.73630 -0.80881
H -0.30839 -4.42605 2.68316
H -1.03248 -3.84311 4.64239
H -2.29881 -4.58538 3.64353
H -2.72823 -3.58222 5.02319
H -0.69246 -1.33238 4.61232
H -2.39087 -1.17567 5.06269
H -1.77387 -0.28420 3.67765
H -3.77476 -3.08986 2.13622
H -3.66943 -1.32717 2.31281
H -4.20453 -2.31691 3.66201
H 0.09530 -6.10741 -0.30734
H -0.06640 -6.31494 1.43890
H 1.25583 -7.10203 0.58035
H 2.05541 -4.82104 -1.27495
H 3.16575 -5.79288 -0.32189
H 3.22956 -4.03855 -0.19749
H 1.68413 -5.31108 3.00860
H 2.95296 -4.26421 2.36539
H 3.00417 -6.00751 2.07859
H 4.39589 3.03493 0.52076
H 0.17778 4.62517 0.31277
H 1.64958 5.25958 -0.44740
H 1.01389 6.00003 1.02462
H 0.33342 3.36214 2.55716
H 1.16002 4.75241 3.24461
H 1.91634 3.16228 3.32682
H 3.86891 5.14928 0.79695
H 3.99321 4.24431 2.31889
H 3.09739 5.75608 2.25565
C -4.57927 2.38336 -1.66894
Si -3.05006 1.30523 -1.84824
C -1.95927 2.00307 -3.27570
C -1.27476 0.95672 -4.16726
C -2.91041 2.80083 -4.19760
C -0.91213 2.99007 -2.74849
C -3.70556 -0.49376 -2.03290
C -4.57401 -0.44555 -3.31671
C -4.62508 -0.85654 -0.86119
C -2.69884 -1.63081 -2.20978
H -5.20634 2.21239 -2.54819
H -4.35376 3.44538 -1.63780
H -5.15830 2.13348 -0.78342
H -1.99956 0.32213 -4.67627
H -0.57572 0.30509 -3.64402
H -0.70403 1.47805 -4.94092
H -3.71196 2.18446 -4.60817
H -2.33261 3.18671 -5.04148
H -3.36147 3.65416 -3.69127
H -0.12635 2.50266 -2.16233
H -1.35580 3.77395 -2.12934
H -0.42118 3.48197 -3.59279
H -5.42808 0.22401 -3.21681
H -4.97252 -1.44601 -3.50528
H -4.00708 -0.15780 -4.20241
H -5.39904 -0.11302 -0.67968
H -4.06960 -0.99173 0.06913
H -5.12403 -1.80341 -1.08812
H -1.96751 -1.45381 -2.99885
H -3.24711 -2.54121 -2.46990
H -2.18355 -1.86994 -1.27493
O -3.75226 1.39765 1.18118
S -3.39185 2.64402 2.00237
O -2.05973 2.12712 2.54922
O -4.35944 3.12762 2.90630
S -2.64236 3.76719 0.51210

***

Record 2
Density functional theory data (ωB97M-V with the def2-TZVPD basis set) for a cluster of 2 separate species, CH3NO4P in total in a non-equilibrium geometry.

The value obtained for the orbital gap (alpha / beta) is 8.1 / 6.6 eV. Its net charge is -1. The HOMO energy (alpha / beta) comes out at -5.11 / -3.08 eV.

Element x y z (Å)
C 0.41948 -1.17095 0.73368
N 1.65120 1.44355 -1.31387
O -2.46430 0.80380 -1.04452
O 1.59366 1.49663 -2.50266
O -1.39029 1.33198 1.22307
O -0.72092 -0.82177 -0.04802
P -1.23589 0.78533 -0.19414
H 0.19051 -1.71100 1.71103
H 0.89087 -0.32277 1.18537
H 1.06569 -1.83480 0.25007

***

Record 3
Density functional theory data (ωB97M-V with the def2-TZVPD basis set) for a structure of composition C41H44AuN10P2.

The value obtained for the orbital gap is 8.1 eV. Its net charge is +1. The HOMO energy comes out at -10.08 eV.

Element x y z (Å)
Au -1.17003 1.13346 0.36847
C 2.03902 3.41953 2.51466
N 1.07958 2.56118 1.81403
P 0.81244 0.91452 2.26158
C 2.29416 0.03548 1.67065
C 3.31348 0.62113 0.93424
C 4.39993 -0.14216 0.52780
C 4.45704 -1.49211 0.83483
C 3.42176 -2.09311 1.54222
C 2.34573 -1.32965 1.96168
C 1.20249 0.97808 4.05094
C 2.46333 0.75274 4.59605
C 2.65474 0.87808 5.96406
C 1.59542 1.22135 6.79259
C 0.33209 1.42919 6.25765
C 0.13664 1.30142 4.89137
P 0.01519 3.11834 0.62362
C -0.47766 4.75530 1.23151
C -0.52804 5.87688 0.41007
C -0.93958 7.09366 0.93450
C -1.30068 7.19403 2.26953
C -1.27039 6.07132 3.08703
C -0.87118 4.85288 2.56721
C 0.92262 3.48765 -0.90624
C 2.15577 4.13692 -0.92262
C 2.82390 4.32023 -2.12202
C 2.25869 3.88274 -3.31206
C 1.02185 3.25694 -3.30552
C 0.36025 3.05299 -2.10513
H 1.79356 3.49678 3.57496
H 2.01505 4.42417 2.09658
H 3.05546 3.02957 2.43089
H 3.25486 1.66886 0.66779
H 5.19531 0.31515 -0.04675
H 5.30697 -2.08387 0.51936
H 3.46391 -3.15057 1.77142
H 1.54289 -1.78450 2.53478
H 3.29003 0.47706 3.95375
H 3.63714 0.70441 6.38406
H 1.75424 1.31864 7.85861
H -0.49843 1.67869 6.90531
H -0.84990 1.44246 4.46141
H -0.24229 5.80274 -0.63163
H -0.97805 7.96754 0.29756
H -1.61555 8.14701 2.67386
H -1.56035 6.14735 4.12680
H -0.85488 3.96679 3.19262
H 2.59393 4.49518 0.00071
H 3.78940 4.80953 -2.13127
H 2.78235 4.03428 -4.24691
H 0.58584 2.90402 -4.23151
H -0.59865 2.54919 -2.08188
C 3.13993 -3.60333 -3.24543
C 1.67196 -3.85379 -3.58403
C 0.92887 -4.47872 -2.40399
C 0.99046 -2.56463 -4.06359
N 0.83583 -1.57064 -3.01498
C -0.18656 -1.37880 -2.17487
N 0.08984 -0.34772 -1.41149
N 1.29646 0.09559 -1.81097
N 1.75121 -0.62400 -2.76321
H 3.58842 -4.51186 -2.84281
H 3.24035 -2.81018 -2.50380
H 3.70091 -3.31032 -4.13423
H 1.61974 -4.54174 -4.43219
H 0.96878 -3.82794 -1.52696
H 1.39510 -5.42626 -2.13633
H -0.11756 -4.67779 -2.65020
H -0.00540 -2.78395 -4.44799
H 1.58947 -2.10264 -4.84706
H -1.08490 -1.97350 -2.15174
C -1.92599 -2.38943 0.99103
C -3.00944 -1.48448 0.53084
N -2.86729 -0.21785 0.20214
C -4.10211 0.25248 -0.18817
C -4.99977 -0.76004 -0.10812
N -4.30034 -1.85662 0.35260
C -4.83708 -3.19755 0.48139
N -4.18095 -4.10143 -0.42248
N -3.46351 -5.14820 0.06133
N -2.85539 -5.72231 -0.89341
C -3.13123 -5.05655 -2.06879
C -2.67583 -5.26598 -3.37198
C -3.10056 -4.37959 -4.33563
C -3.96392 -3.31249 -4.02778
C -4.43065 -3.09516 -2.74931
C -3.99351 -3.98952 -1.77287
H -1.00461 -1.81726 1.08936
H -1.76299 -3.20364 0.28220
H -2.16922 -2.84143 1.95405
H -4.25061 1.27046 -0.50151
H -6.05412 -0.78875 -0.32344
H -5.90570 -3.14254 0.27991
H -4.67644 -3.59625 1.48178
H -2.01962 -6.09572 -3.59743
H -2.77388 -4.50188 -5.35988
H -4.27231 -2.64362 -4.82061
H -5.09725 -2.27188 -2.53252

***

Record 4
Density functional theory data (ωB97M-V with the def2-TZVPD basis set) for a cluster of 3 separate species, C21H28F6I2NO6 in total.

The value obtained for the orbital gap is 7.1 eV. Its net charge is +1. The HOMO energy comes out at -11.60 eV.

Element x y z (Å)
C -3.22991 -1.70905 -0.15524
C -3.17083 -2.70556 -1.27491
O -3.96114 -2.74794 -2.17994
O -2.11436 -3.56314 -1.20221
C -1.64380 -4.04900 -2.46747
C -0.11337 -4.07281 -2.45978
C 0.48262 -3.11117 -3.48930
C 0.49738 -1.68216 -3.02889
C 0.65638 -1.27233 -1.72020
C 0.68290 0.07982 -1.43406
C 0.50503 1.03043 -2.43804
C 0.31560 0.61653 -3.73596
C 0.08658 1.48966 -4.94088
I -1.79266 0.81474 -5.77742
C 0.15337 3.00524 -4.66577
C 1.40697 3.60233 -5.30960
I -1.56039 4.07662 -5.38397
N 0.33995 -0.72203 -3.96053
H -4.18247 -1.82545 0.35606
H -3.20160 -0.72198 -0.61214
H -2.42570 -1.83495 0.56277
H -2.02916 -3.40307 -3.25545
H -2.03812 -5.04729 -2.64717
H 0.22059 -5.07955 -2.70692
H 0.25571 -3.87090 -1.45835
H -0.08514 -3.18271 -4.41936
H 1.51284 -3.39794 -3.71837
H 0.77307 -1.99396 -0.92839
H 0.82391 0.42335 -0.41821
H 0.51830 2.07737 -2.18852
H 0.80717 1.23450 -5.71471
H 0.13776 3.22324 -3.60749
H 1.28826 4.67251 -5.45554
H 2.26855 3.48193 -4.64848
H 1.61551 3.14326 -6.27412
H 0.18408 -1.02692 -4.91625
C -0.69319 -1.76101 6.82622
C -1.61624 -2.48269 5.87235
O -2.45123 -1.54919 5.13973
C -1.90531 -0.95721 4.10376
O -0.79594 -1.09142 3.67250
C -2.93375 -0.01279 3.44222
F -3.57437 0.71933 4.34522
F -3.83504 -0.72010 2.74753
F -2.31213 0.80620 2.59144
H -1.26491 -1.12496 7.50136
H -0.13716 -2.48705 7.41752
H 0.01908 -1.13579 6.28940
H -2.32087 -3.11455 6.40601
H -1.06876 -3.10155 5.16319
C 1.15068 1.91142 2.57047
C 2.47629 1.88247 1.84369
O 3.14101 3.15741 1.89621
C 3.79212 3.42004 3.02490
O 3.88523 2.71386 3.98035
C 4.47754 4.80121 2.91624
F 3.64030 5.70998 2.41091
F 5.53628 4.70353 2.10327
F 4.88452 5.20483 4.10722
H 0.51625 2.71315 2.18982
H 0.62460 0.96249 2.45355
H 1.30437 2.08319 3.63434
H 2.34721 1.68873 0.77895
H 3.12954 1.10884 2.24643

***

Number 1: E_tot -5376.92015 Ha. Number 2: E_tot -736.97639 Ha. Number 3: E_tot -2954.56879 Ha. Number 4: E_tot -2517.59252 Ha.